39
Properties=species:S:1:pos:R:3:nbo_charge:R:1 method="wB97M-V/def2-TZVPD" homo_lumo_gap_ha="0.1738 / 0.3199" charge=+1 total_energy_ev=-39634.2824 max_force_ev_per_a=0.7
Tl 0.7880 -0.1081 -0.0968 0.94
O 0.1086 -0.0786 2.0088 -1.43
Si 0.1222 -0.1502 3.5930 1.96
C -1.5282 -0.6458 4.3325 -0.39
C -1.7289 -0.6788 5.7349 -0.15
C -2.8978 -1.1962 6.2558 -0.22
C -3.9023 -1.6200 5.3915 -0.11
C -3.7409 -1.5406 3.9993 -0.22
C -2.5833 -1.0192 3.4707 -0.12
C 0.0269 1.6009 4.3852 -0.30
C 0.5032 1.8416 5.6852 -0.20
C 0.5686 3.1412 6.1459 -0.21
C 0.0893 4.1864 5.3529 -0.12
C -0.4445 3.9410 4.0879 -0.20
C -0.5168 2.6450 3.6139 -0.18
C 1.5204 -1.0712 4.3762 -0.48
C 2.8192 -0.5521 4.2772 -0.21
C 3.9078 -1.2499 4.7756 -0.21
C 3.7177 -2.4842 5.3872 -0.18
C 2.4419 -3.0160 5.4973 -0.21
C 1.3522 -2.3143 4.9960 -0.21
H -0.9487 -0.3406 6.4027 0.23
H -3.0382 -1.2574 7.3266 0.24
H -4.8296 -2.0033 5.7978 0.23
H -4.5294 -1.8890 3.3450 0.23
H -2.4470 -0.9488 2.3990 0.23
H 0.8931 1.0322 6.2910 0.24
H 0.9857 3.3455 7.1232 0.24
H 0.1214 5.2001 5.7308 0.23
H -0.8148 4.7597 3.4847 0.23
H -0.9361 2.4383 2.6372 0.23
H 2.9813 0.4151 3.8082 0.21
H 4.9044 -0.8350 4.6921 0.22
H 4.5666 -3.0284 5.7807 0.23
H 2.2952 -3.9779 5.9718 0.22
H 0.3611 -2.7478 5.0855 0.21
F -0.2194 -1.0395 -3.0932 -0.53
B -0.1038 0.1095 -3.7259 1.07
F 0.1951 1.1916 -3.0362 -0.53



64
Properties=species:S:1:pos:R:3:nbo_charge:R:1 method="wB97M-V/def2-TZVPD" homo_lumo_gap_ha="0.2939 / 0.2698" multiplicity=2 charge=+2 s_squared=1.16 total_energy_ev=-85159.3781 max_force_ev_per_a=2.8
Mn 0.5879 -0.7860 0.8909 0.71
C 3.9056 1.0035 -1.8007 -0.43
N 3.0053 -0.0186 -2.3129 -0.34
C 3.2711 -0.4437 -3.6669 -0.42
C 2.0583 -0.4820 -1.5216 0.69
O 1.9686 -0.0745 -0.3360 -0.62
C 1.0034 -1.4848 -2.0179 -0.15
O -0.0169 -1.4309 -1.0389 -0.55
C -1.0711 -2.3705 -1.0904 -0.16
C -1.6512 -2.4198 0.3247 0.72
O -1.1367 -1.7130 1.2287 -0.63
N -2.6980 -3.1831 0.5550 -0.35
C -3.2508 -3.2730 1.8931 -0.42
C -3.3113 -4.0248 -0.4500 -0.43
H 3.5747 1.9891 -2.1360 0.23
H 3.8991 0.9785 -0.7122 0.24
H 4.9099 0.8158 -2.1735 0.23
H 3.4447 0.4363 -4.2866 0.24
H 4.1790 -1.0501 -3.6900 0.23
H 2.4579 -1.0224 -4.0944 0.22
H 0.6007 -1.1926 -2.9974 0.23
H 1.4350 -2.4958 -2.0897 0.23
H -1.8373 -2.0407 -1.8065 0.22
H -0.7240 -3.3747 -1.3661 0.25
H -2.5383 -2.8669 2.6068 0.24
H -4.1873 -2.7138 1.9438 0.22
H -3.4380 -4.3166 2.1368 0.23
H -2.6540 -4.8581 -0.7066 0.23
H -4.2442 -4.4230 -0.0572 0.25
H -3.5452 -3.4718 -1.3586 0.21
O 0.3429 -4.4829 0.4752 -0.93
S 1.6145 -3.8602 0.8477 1.48
N 1.4720 -2.3722 1.0222 -0.95
O -1.3078 2.0619 -4.8334 -0.74
C -1.6863 3.3794 -4.4838 0.08
N -2.0019 3.3466 -3.0792 -0.61
C -0.9777 3.3401 -2.1922 0.66
O 0.1454 3.7156 -2.4275 -0.57
C -1.2958 2.7126 -0.8576 -0.14
C -2.1982 3.1687 0.0930 -0.11
C -2.2746 2.4784 1.2969 -0.23
C -1.4709 1.3688 1.4990 0.07
N -0.6122 0.9152 0.5745 -0.46
C -0.5347 1.5872 -0.5680 0.09
H -1.0954 2.0224 -5.7717 0.49
H -2.5628 3.7104 -5.0486 0.18
H -0.8570 4.0805 -4.6304 0.20
H -2.8806 2.9186 -2.8233 0.40
H -2.8082 4.0381 -0.0975 0.25
H -2.9479 2.7961 2.0789 0.25
H -1.5047 0.8109 2.4277 0.22
H 0.1759 1.2493 -1.3107 0.21
C 1.0769 -0.1698 2.4037 0.56
C 1.4388 0.3812 3.6156 -0.28
C 1.8853 1.7258 3.6906 -0.10
C 2.2094 2.2777 4.9077 -0.22
C 2.1171 1.5174 6.0697 -0.07
C 1.6844 0.1949 6.0152 -0.22
C 1.3473 -0.3775 4.8107 -0.10
H 1.9544 2.2950 2.7778 0.23
H 2.5420 3.3036 4.9610 0.25
H 2.3844 1.9603 7.0164 0.25
H 1.6130 -0.3833 6.9241 0.25
H 1.0158 -1.4026 4.7463 0.24



15
Properties=species:S:1:pos:R:3:nbo_charge:R:1 method="wB97M-V/def2-TZVPD" homo_lumo_gap_ha=0.3476 de_lowest_kj_mol=285.3 total_energy_ev=-9303.4358 max_force_ev_per_a=1.6 smiles="[H]/N=C(/C)C=O.C=N"
C -1.3554 0.2649 -1.2106 -0.67
C -1.2300 -0.2831 0.1706 0.19
C -0.0060 -1.1007 0.4462 0.34
N -2.1253 -0.0612 1.0351 -0.56
O 0.7709 -1.4852 -0.4153 -0.54
H -1.9568 -0.4888 1.9461 0.34
H 0.0529 -1.4946 1.4814 0.13
H -1.3204 -0.5537 -1.9281 0.24
H -0.5140 0.9225 -1.4278 0.24
H -2.2872 0.8121 -1.3096 0.24
C 1.9676 0.9981 0.5040 -0.05
N 2.5639 0.4275 -0.4163 -0.56
H 2.1122 -0.4751 -0.7177 0.37
H 2.3097 1.9479 0.8926 0.18
H 1.0179 0.5694 0.9493 0.11



120
Properties=species:S:1:pos:R:3:mulliken_spin:R:1 method="wB97M-V/def2-TZVPD" homo_lumo_gap_ha="0.2259 / 0.2100" multiplicity=4 charge=-1 s_squared=3.76 total_energy_ev=-82021.1969 max_force_ev_per_a=1.8
C -0.0888 3.6276 -2.6345 0.00
C -1.4260 3.7563 -2.5503 0.00
C -2.3864 3.9209 -3.7106 0.00
N -3.7314 4.2909 -3.1917 0.00
B -3.6706 5.7224 -2.8333 0.00
N -3.3051 6.0779 -1.4426 0.00
O -3.9851 6.7477 -3.7064 0.00
C -4.7820 3.8718 -4.1137 0.00
C -6.1046 4.5700 -3.8491 0.00
C -6.6172 4.4871 -2.4065 0.00
C -8.0241 5.0953 -2.3388 0.00
S -8.5312 5.5882 -0.6667 0.00
N -5.0115 2.3925 -3.9439 0.00
C -4.7287 1.7763 -2.9585 0.00
S -4.3569 0.9533 -1.6537 0.00
C -4.4103 4.0586 -5.6589 0.00
O -4.6792 5.1669 -6.1344 0.00
O -3.8858 3.0810 -6.1926 0.00
H 0.5377 4.1567 -1.9233 0.00
H 0.3676 2.9650 -3.3657 0.00
H -1.8900 3.7596 -1.5632 0.00
H -2.4816 2.9811 -4.2637 0.00
H -1.9781 4.6877 -4.3768 0.00
H -2.3049 6.1627 -1.2935 0.00
H -3.7012 6.9935 -1.2481 0.00
H -3.2244 7.2509 -4.0032 0.00
H -6.0809 5.5923 -4.2262 0.00
H -6.8397 4.0549 -4.4793 0.00
H -5.9436 5.0366 -1.7425 0.00
H -6.6907 3.4460 -2.0871 0.00
H -8.0780 5.9533 -3.0105 0.00
H -8.7484 4.3420 -2.6530 0.00
H -7.3186 5.8206 -0.1556 0.00
C -7.1991 -5.5999 1.4622 0.02
C -7.7031 -4.1738 1.1791 0.01
C -7.8569 -3.9722 -0.3280 0.03
C -6.5151 -3.9235 -1.0563 -0.02
C -5.5959 -2.8624 -0.4500 0.02
C -5.4587 -2.9312 1.0761 0.02
N -6.7842 -3.1368 1.7474 0.37
O -7.4053 -2.0133 1.8800 0.56
C -4.4800 -4.0490 1.4777 0.03
C -4.8291 -1.6355 1.5702 -0.02
C -9.0588 -4.0787 1.8694 -0.01
H -8.0140 -6.3048 1.2935 0.00
H -6.3858 -5.9166 0.8162 0.00
H -6.8764 -5.7003 2.4994 -0.01
H -8.3962 -3.0383 -0.5138 0.00
H -8.4772 -4.7769 -0.7311 0.00
H -6.0321 -4.9050 -1.0400 0.00
H -6.6829 -3.6893 -2.1088 0.00
H -4.6002 -2.9345 -0.8921 0.00
H -5.9799 -1.8757 -0.7244 0.00
H -4.4562 -4.1630 2.5629 -0.02
H -3.4764 -3.7812 1.1470 0.00
H -4.7037 -5.0152 1.0340 0.00
H -5.3706 -0.7601 1.2199 0.00
H -3.8117 -1.5671 1.1830 0.00
H -4.7847 -1.5971 2.6597 0.00
H -8.9617 -4.2541 2.9422 0.00
H -9.7196 -4.8410 1.4550 0.00
H -9.5276 -3.1093 1.7215 0.00
C 3.9537 -0.4744 -0.5208 0.04
C 3.3617 0.7337 0.2281 -0.01
C 3.8326 0.7123 1.6790 0.03
C 3.2089 -0.4245 2.4847 -0.03
C 1.6815 -0.3847 2.4004 0.03
C 1.1219 -0.2698 0.9767 0.01
N 1.8669 0.7487 0.1674 0.37
O 1.4191 1.9321 0.4179 0.58
C 1.1552 -1.6405 0.2789 0.02
C -0.3517 0.1210 1.0429 -0.02
C 3.9120 1.9594 -0.4916 -0.01
H 5.0162 -0.2993 -0.6923 -0.01
H 3.8895 -1.4095 0.0279 0.01
H 3.4691 -0.6056 -1.4895 -0.02
H 3.5817 1.6649 2.1580 0.00
H 4.9217 0.6282 1.6991 0.02
H 3.5867 -1.3917 2.1427 0.00
H 3.5152 -0.3362 3.5293 0.00
H 1.2583 -1.2777 2.8667 0.00
H 1.3266 0.4680 2.9877 0.00
H 0.8532 -1.5420 -0.7645 -0.01
H 0.4491 -2.3111 0.7696 0.00
H 2.1243 -2.1309 0.3142 0.00
H -0.5102 1.0188 1.6351 0.00
H -0.9099 -0.6921 1.5098 0.00
H -0.7606 0.2951 0.0472 0.00
H 3.6094 1.9631 -1.5399 0.00
H 5.0017 1.9318 -0.4471 0.00
H 3.5779 2.8886 -0.0363 0.00
C 10.0804 -1.8290 -0.0685 0.01
C 9.1066 -0.8700 0.6380 0.03
C 9.8876 0.1052 1.5165 0.02
C 10.5137 -0.5689 2.7353 -0.02
C 9.4603 -1.3223 3.5487 0.02
C 8.5656 -2.2601 2.7293 0.02
N 8.0980 -1.6114 1.4614 0.38
O 7.0749 -0.8610 1.6940 0.54
C 9.3062 -3.5727 2.4212 0.01
C 7.3550 -2.6575 3.5676 -0.01
C 8.3910 -0.1205 -0.4805 -0.02
H 10.5982 -1.2886 -0.8609 0.00
H 10.8539 -2.2308 0.5796 0.00
H 9.5443 -2.6620 -0.5248 -0.01
H 9.2171 0.9010 1.8559 0.00
H 10.6598 0.5852 0.9111 0.00
H 11.3190 -1.2439 2.4337 0.00
H 10.9793 0.1892 3.3679 0.00
H 9.9441 -1.9059 4.3352 0.00
H 8.8274 -0.5865 4.0547 0.01
H 8.7109 -4.1980 1.7545 -0.01
H 9.4605 -4.1249 3.3483 0.00
H 10.2878 -3.4327 1.9777 0.00
H 6.8240 -1.7913 3.9551 0.00
H 7.6952 -3.2506 4.4172 0.00
H 6.6529 -3.2565 2.9868 0.00
H 7.8557 -0.8128 -1.1323 0.00
H 9.1310 0.4108 -1.0792 0.00
H 7.6810 0.6097 -0.0991 0.01